(1)
47
Properties=species:S:1:pos:R:3:mulliken_charge:R:1 method="wB97M-V/def2-TZVPD" smiles="O=C(Nc1ccn(Cc2ccccc2F)n1)c1ccc(COc2cc(Cl)ccc2Cl)o1" total_energy_ev=-61448.34707 e_lumo_ev=0.491 homo_energy_ev=-8.54 orbital_gap_ev=9.028 e_above_lowest_kcal_mol=6.5
O 0.83785 -1.25545 0.90019 -0.64
C -0.02565 -0.55996 0.41545 0.17
N 0.01002 0.80506 0.34671 0.00
C 1.03321 1.60662 0.82588 0.64
N 2.23405 1.14235 1.11992 -0.79
N 2.93337 2.18600 1.55654 0.64
C 2.20459 3.31738 1.55148 -0.25
C 0.95701 2.99248 1.07189 -0.99
H 0.11893 3.64045 0.91874 0.40
H 2.61010 4.25461 1.87492 0.43
C 4.26851 1.98631 2.05313 -0.96
C 4.23736 1.37811 3.43599 0.29
C 4.86106 1.98997 4.51333 0.41
C 4.83559 1.45006 5.78569 -0.62
C 4.15652 0.26243 5.99185 -0.31
C 3.51802 -0.36471 4.93395 -0.76
C 3.55990 0.18600 3.66564 -0.21
H 3.05466 -0.29060 2.83803 0.59
H 2.98598 -1.28931 5.09553 0.41
H 4.12639 -0.16973 6.98042 0.37
H 5.33912 1.96279 6.59000 0.43
F 5.52187 3.15762 4.31879 -0.34
H 4.77854 1.29980 1.36984 0.23
H 4.79018 2.94536 2.06490 0.46
H -0.80117 1.28641 -0.01327 0.19
C -1.25892 -1.12497 -0.16448 0.45
C -1.63668 -2.43535 -0.29256 -0.81
C -2.90850 -2.42650 -0.90398 -0.33
C -3.22332 -1.11363 -1.10894 0.34
O -2.22867 -0.31524 -0.66892 -0.35
C -4.42984 -0.47494 -1.72377 -0.75
O -4.95564 -1.22727 -2.79423 -0.45
C -4.20524 -1.39557 -3.91132 0.50
C -2.95592 -0.82933 -4.13060 -0.50
C -2.28745 -1.07043 -5.32230 -0.02
C -2.83639 -1.86678 -6.31095 -0.54
C -4.08270 -2.43233 -6.09850 -0.39
C -4.75890 -2.20233 -4.91620 0.31
Cl -6.30686 -2.90680 -4.64741 -0.20
H -4.53328 -3.05705 -6.85264 0.42
H -2.30247 -2.04447 -7.22970 0.42
Cl -0.73557 -0.35535 -5.55732 -0.22
H -2.48615 -0.20370 -3.39062 0.49
H -5.25109 -0.43121 -0.99932 0.34
H -4.18580 0.54949 -2.03615 0.40
H -3.51209 -3.27178 -1.16278 0.57
H -1.06452 -3.28451 0.01715 0.54



(2)
47
Properties=species:S:1:pos:R:3:mulliken_charge:R:1 method="wB97M-V/def2-TZVPD" total_energy_ev=-68852.96458 e_lumo_ev=2.664 homo_energy_ev=-4.70 orbital_gap_ev=7.367 charge=-1 e_above_lowest_kcal_mol=23.7
Pd -0.26325 0.48706 0.33138 0.75
O 1.69138 0.34062 0.59551 -0.41
C 2.68258 1.08232 0.23766 0.24
C 3.97526 0.50017 0.12720 -0.61
C 5.09082 1.26103 -0.12473 -0.41
C 4.99801 2.65128 -0.30627 -0.82
C 3.74777 3.22744 -0.24436 -0.50
C 2.59852 2.47250 0.01216 0.31
C 1.27913 3.07456 0.00483 0.38
N 0.15197 2.41192 -0.17908 -0.16
C -0.87320 3.34694 -0.23540 -0.50
C -0.35106 4.58449 -0.09550 -0.50
N 1.01817 4.39855 0.06146 -0.05
H 4.03672 -0.57243 0.26432 0.44
H 6.05640 0.77239 -0.19872 0.37
H 5.87628 3.25016 -0.50463 0.37
H 3.65521 4.29527 -0.42140 0.25
H -1.89299 3.02062 -0.33429 0.48
H -0.80367 5.56040 -0.08043 0.39
H 1.70509 5.11238 0.21580 0.19
F -2.08654 1.10254 0.62527 -0.75
O -0.17049 -1.61926 -0.06042 -1.13
C -0.97717 -2.21736 0.87812 3.07
C -2.45531 -2.05130 0.48292 -0.49
C -2.88537 -1.43128 -0.64392 -0.64
C -4.30283 -1.45109 -0.79395 -0.60
C -4.92642 -2.10499 0.22529 -0.53
S -3.79367 -2.69556 1.35752 -0.01
C -0.71704 -3.72448 1.07781 -0.55
C -0.24325 -4.55530 0.10770 -0.74
C -0.15097 -5.91379 0.53509 -0.53
C -0.56068 -6.07786 1.82572 -0.55
S -1.03398 -4.59118 2.51823 -0.01
C -0.63944 -1.56657 2.21924 0.10
C -1.43070 -0.88365 3.09578 -0.24
C -0.73459 -0.46456 4.26735 -0.69
C 0.56742 -0.87229 4.25620 -0.62
S 0.95092 -1.72825 2.84209 -0.06
H -2.19161 -0.98145 -1.33489 0.48
H -4.82937 -0.99226 -1.62090 0.35
H -5.98477 -2.26517 0.36891 0.43
H 0.03487 -4.17713 -0.86774 0.43
H 0.20436 -6.72645 -0.08575 0.38
H -0.59092 -6.99057 2.40167 0.42
H -2.46640 -0.66200 2.88262 0.46
H -1.17541 0.12700 5.05902 0.37
H 1.32583 -0.67632 5.00005 0.43



(3)
48
Properties=species:S:1:pos:R:3:lowdin_spin:R:1 method="wB97M-V/def2-TZVPD" spin_multiplicity=3 total_energy_ev=-89692.27919 e_lumo_ev="-3.110 / -3.104" homo_energy_ev="-10.77 / -10.77" orbital_gap_ev="7.660 / 7.668" charge=+1 e_above_lowest_kcal_mol=8.0
Tm -0.63313 -0.46117 0.18427 2.01
O -2.36091 0.25412 1.32549 0.00
C -1.85711 1.37184 0.96844 0.00
N -0.72617 1.81567 1.42856 0.00
C -0.32226 1.51984 2.72399 0.00
O -0.88711 1.93066 3.70498 0.00
C 0.90707 0.65814 2.86609 0.00
C 1.68289 0.77167 4.00618 0.00
C 2.73134 -0.11536 4.18291 0.00
C 2.94595 -1.09282 3.22069 0.00
C 2.10907 -1.14950 2.12183 0.00
N 1.10115 -0.28972 1.93536 0.00
C -2.35159 1.91594 -0.34370 0.00
C -3.23673 2.96038 -0.50661 0.00
C -3.60750 3.29528 -1.80137 0.00
C -3.07074 2.58571 -2.86550 0.00
C -2.19700 1.54556 -2.60204 0.00
N -1.85089 1.19883 -1.36311 0.00
H 1.44493 1.54268 4.72453 0.00
H 3.36599 -0.06241 5.05718 0.00
H 3.74581 -1.81293 3.31804 0.00
H 2.23858 -1.90918 1.35923 0.00
H -3.62199 3.49394 0.35124 0.00
H -4.30649 4.10240 -1.97441 0.00
H -3.32526 2.83470 -3.88562 0.00
H -1.76074 0.95938 -3.40189 0.00
S 2.21128 -3.32732 -2.35482 0.00
C 1.17508 -4.41331 -1.55165 0.00
C 0.26321 -3.77444 -0.76535 0.00
C 0.36358 -2.35012 -0.77266 0.00
C 1.40028 -1.97009 -1.60660 0.00
C 1.82177 -0.60592 -1.89283 0.00
C 2.89952 -0.31884 -2.73863 0.00
C 3.26692 0.98864 -2.96959 0.00
C 2.54556 2.00931 -2.35848 0.00
C 1.49116 1.66111 -1.54607 0.00
N 1.12537 0.39624 -1.30418 0.00
H 1.28656 -5.47633 -1.70457 0.00
H -0.47247 -4.32540 -0.19363 0.00
H 3.43322 -1.13601 -3.20292 0.00
H 4.10476 1.21668 -3.61497 0.00
H 2.80011 3.04787 -2.51079 0.00
H 0.90096 2.42767 -1.05627 0.00
I -3.47317 -2.09203 -0.51719 0.00
C -3.55744 -2.38090 1.60433 0.00
I -1.62719 -2.73571 2.46859 0.00
H -4.18598 -3.23757 1.80755 0.00
H -3.93028 -1.46712 2.04595 0.00



(4)
48
Properties=species:S:1:pos:R:3:lowdin_spin:R:1 method="wB97M-V/def2-TZVPD" spin_multiplicity=3 total_energy_ev=-89692.62672 e_lumo_ev="-3.015 / -3.003" homo_energy_ev="-10.83 / -10.83" orbital_gap_ev="7.810 / 7.823" charge=+1 e_above_lowest_kcal_mol=0.0
Tm -0.10085 0.00801 -0.68360 2.01
O 1.05023 -1.95003 -0.57780 0.00
C 0.69730 -1.91375 0.65123 0.00
N 1.10159 -1.01474 1.50423 0.00
C 2.40787 -0.48758 1.38379 0.00
O 3.38219 -1.13759 1.65108 0.00
C 2.52263 0.97039 1.01807 0.00
C 3.62667 1.70210 1.41687 0.00
C 3.71150 3.02708 1.01833 0.00
C 2.71468 3.56120 0.21733 0.00
C 1.66335 2.75030 -0.17430 0.00
N 1.56964 1.47447 0.22304 0.00
C -0.65376 -2.52970 0.91044 0.00
C -0.98632 -3.64677 1.64549 0.00
C -2.33000 -3.99354 1.70091 0.00
C -3.27030 -3.20888 1.05067 0.00
C -2.84617 -2.08713 0.35898 0.00
N -1.55609 -1.75709 0.28510 0.00
H 4.38494 1.22896 2.02366 0.00
H 4.55264 3.63262 1.32768 0.00
H 2.75190 4.58951 -0.11168 0.00
H 0.87305 3.10387 -0.82566 0.00
H -0.22271 -4.22020 2.15063 0.00
H -2.64525 -4.86841 2.25314 0.00
H -4.32125 -3.45636 1.07802 0.00
H -3.54641 -1.43223 -0.14467 0.00
S -2.62055 3.78899 -2.19535 0.00
C -1.80605 3.27596 -3.60446 0.00
C -1.03421 2.17307 -3.37414 0.00
C -1.05341 1.69417 -2.02625 0.00
C -1.89776 2.50829 -1.28985 0.00
C -2.16769 2.33480 0.13785 0.00
C -2.99941 3.16357 0.89009 0.00
C -3.16845 2.90559 2.23613 0.00
C -2.50904 1.83503 2.82696 0.00
C -1.70039 1.05308 2.02776 0.00
N -1.53836 1.29152 0.71835 0.00
H -1.94674 3.81076 -4.53026 0.00
H -0.45516 1.71180 -4.16409 0.00
H -3.50506 3.99916 0.42758 0.00
H -3.81362 3.54207 2.82724 0.00
H -2.61469 1.61164 3.87807 0.00
H -1.14671 0.21078 2.42640 0.00
I -0.75833 -1.84899 -3.45803 0.00
C 1.35444 -1.91113 -3.59209 0.00
I 2.21942 -0.02955 -3.15486 0.00
H 1.62659 -2.18428 -4.60422 0.00
H 1.71168 -2.62285 -2.85879 0.00



(5)
44
Properties=species:S:1:pos:R:3:mulliken_charge:R:1 method="wB97M-V/def2-TZVPD" total_energy_ev=-32682.69216 e_lumo_ev=-0.901 homo_energy_ev=-7.62 orbital_gap_ev=6.719
Y -0.76632 -0.10102 -0.12453 1.63
O -2.67822 0.40658 -0.00033 -0.56
C -3.42052 1.48758 -0.05613 0.43
C -4.81342 1.33998 -0.19943 -0.44
C -5.66092 2.41928 -0.17303 -0.43
C -5.15402 3.70678 -0.00653 -0.61
C -3.79642 3.89438 0.07617 -0.84
C -2.89962 2.81238 0.03597 0.59
C -1.49672 3.06908 0.08797 -0.15
N -0.59532 2.13898 0.05177 -0.01
N 0.71008 2.54048 0.13547 -0.82
C 1.57238 1.55898 0.19417 0.81
O 1.25158 0.29748 0.20377 -0.93
C 2.98578 1.96518 0.26917 0.50
C 3.98158 1.02188 0.50517 -0.43
C 5.30398 1.41758 0.57757 -0.61
C 5.64448 2.74908 0.39707 -0.38
C 4.65448 3.69198 0.17087 -0.63
C 3.33268 3.30698 0.10137 -0.30
H -5.19742 0.33878 -0.31583 0.44
H -6.72492 2.27248 -0.27943 0.37
H -5.82842 4.54498 0.05317 0.40
H -3.39552 4.89218 0.18267 0.34
H -1.16892 4.10618 0.14537 0.36
H 3.70048 -0.01192 0.64127 0.41
H 6.07708 0.69268 0.78067 0.39
H 6.67968 3.05218 0.43737 0.39
H 4.92028 4.73248 0.05357 0.38
H 2.55258 4.02998 -0.07553 0.40
C -1.39112 -2.27262 -0.61993 -2.30
C -0.49472 -3.42062 -0.39413 1.57
C 0.13488 -4.06392 -1.46633 -0.57
C 0.80398 -5.25362 -1.29543 -0.71
C 0.87238 -5.83592 -0.02753 0.43
C 0.30648 -5.17472 1.06697 -0.74
C -0.35752 -3.98472 0.88227 -0.32
C 1.49498 -7.08822 0.14677 0.10
N 1.98778 -8.11572 0.28757 -0.52
H -2.27242 -2.39172 0.02647 0.39
H -1.74062 -2.27992 -1.66243 0.40
H 0.06418 -3.62872 -2.45303 0.36
H 1.25228 -5.75792 -2.13913 0.43
H 0.37698 -5.62332 2.04747 0.43
H -0.80802 -3.48182 1.73057 0.35